# 1
{
  "formula": "C14H42K6O11P",
  "method": "the ωB97M-V functional and the def2-TZVPD basis",
  "relative_energy_kcal_mol": 57.6,
  "charge": 3,
  "spin_multiplicity": 1,
  "symbols": ["K", "K", "K", "K", "K", "K", "P", "O", "O", "O", "O", "C", "C", "O", "H", "H", "H", "H", "H", "H", "C", "C", "O", "H", "H", "H", "H", "H", "H", "C", "C", "O", "H", "H", "H", "H", "H", "H", "C", "C", "O", "H", "H", "H", "H", "H", "H", "C", "C", "O", "H", "H", "H", "H", "H", "H", "C", "C", "O", "H", "H", "H", "H", "H", "H", "C", "C", "O", "H", "H", "H", "H", "H", "H"],
  "coordinates": [[-1.197, 3.710, 1.253], [3.570, 2.006, -0.919], [2.015, 2.160, 2.652], [2.054, 5.280, 0.385], [-1.955, -0.667, -0.053], [0.423, 3.498, -2.614], [0.478, 1.261, -0.220], [1.003, 2.750, -0.092], [-0.386, 1.141, -1.505], [-0.355, 1.102, 1.111], [1.679, 0.328, -0.270], [-0.379, -0.742, -6.140], [-0.981, -0.637, -4.760], [-0.526, 0.606, -4.138], [0.573, -1.273, -6.107], [-0.207, 0.264, -6.518], [-1.024, -1.287, -6.824], [-0.701, -1.460, -4.097], [-2.072, -0.598, -4.786], [-0.415, 0.467, -3.189], [-0.070, -3.964, 1.029], [0.903, -2.870, 0.637], [0.326, -2.058, -0.395], [-0.692, -4.208, 0.166], [-0.656, -3.770, 1.923], [0.485, -4.888, 1.214], [1.852, -3.297, 0.304], [1.137, -2.236, 1.505], [0.819, -1.224, -0.413], [5.388, -0.334, 2.277], [4.173, -1.135, 1.847], [3.008, -0.304, 1.915], [6.331, -0.859, 2.133], [5.351, 0.037, 3.301], [5.449, 0.549, 1.610], [4.052, -2.021, 2.469], [4.325, -1.450, 0.811], [2.551, -0.258, 1.056], [-0.292, -0.772, 5.551], [-0.032, -0.659, 4.069], [-0.880, 0.380, 3.542], [-0.234, 0.231, 5.980], [0.492, -1.356, 6.032], [-1.265, -1.206, 5.759], [-0.245, -1.589, 3.540], [1.004, -0.328, 3.932], [-0.586, 0.581, 2.633], [-4.315, 4.158, -1.201], [-3.421, 3.118, -1.833], [-2.768, 2.338, -0.815], [-3.771, 4.872, -0.566], [-5.066, 3.686, -0.568], [-4.821, 4.759, -1.956], [-2.677, 3.598, -2.491], [-4.023, 2.481, -2.485], [-1.878, 2.087, -1.127], [3.329, -1.542, -4.307], [2.999, -0.513, -3.246], [3.273, -1.150, -1.975], [4.387, -1.790, -4.233], [3.170, -1.140, -5.310], [2.738, -2.443, -4.170], [1.957, -0.182, -3.263], [3.745, 0.295, -3.307], [2.643, -0.810, -1.331], [-5.141, -0.097, 3.588], [-4.195, -0.377, 2.442], [-3.425, 0.787, 2.106], [-5.946, 0.545, 3.234], [-4.606, 0.425, 4.380], [-5.574, -1.018, 3.974], [-4.809, -0.603, 1.569], [-3.507, -1.187, 2.707], [-2.589, 0.798, 2.589]],
  "atomic_forces_ev_per_a": [[-1.193, -0.797, 0.079], [0.478, -1.081, -0.300], [-0.197, -1.202, 0.378], [0.106, 0.368, -0.007], [-0.729, -0.269, 0.034], [-0.673, -0.725, -0.916], [-1.967, -0.286, 1.063], [1.333, 2.053, -0.267], [0.849, 0.702, 1.554], [1.149, 0.465, -1.879], [0.338, 0.520, -0.059], [0.194, -0.269, 0.141], [-0.132, 0.657, 0.537], [0.229, -0.104, -0.164], [0.060, 0.128, -0.039], [-0.085, -0.014, -0.164], [-0.065, 0.051, -0.022], [0.060, -0.121, -0.187], [0.014, -0.033, -0.154], [-0.186, -0.066, -0.036], [0.498, -0.686, -0.354], [0.065, 0.131, 0.449], [-0.286, 0.132, 0.143], [-0.223, 0.133, 0.129], [-0.199, 0.224, -0.116], [-0.045, 0.096, 0.179], [-0.091, 0.003, -0.239], [-0.020, -0.039, -0.052], [0.160, -0.316, -0.144], [0.037, 0.630, -0.533], [0.602, 0.078, -0.094], [-0.032, 0.654, 0.400], [-0.089, -0.234, 0.099], [-0.138, -0.179, 0.075], [0.052, -0.117, 0.205], [-0.200, 0.035, 0.003], [-0.104, -0.181, 0.048], [-0.075, -0.277, 0.049], [0.250, 0.143, -0.021], [-0.314, 0.639, 0.308], [0.090, 0.289, 0.010], [-0.171, -0.048, 0.076], [-0.129, -0.207, -0.015], [-0.029, 0.004, 0.084], [0.316, -0.093, -0.024], [0.136, -0.484, -0.235], [-0.054, -0.317, 0.017], [0.014, 0.241, 0.290], [-0.059, 0.114, -0.104], [0.356, 0.731, 0.102], [0.124, -0.142, -0.083], [-0.029, -0.041, -0.084], [-0.061, -0.127, -0.064], [-0.010, -0.030, 0.105], [0.089, -0.159, 0.089], [-0.265, -0.577, -0.278], [0.073, 0.478, -0.330], [0.726, -1.049, 0.837], [0.053, 0.369, 0.084], [-0.043, -0.145, 0.060], [-0.110, -0.049, 0.019], [-0.063, -0.003, 0.011], [0.073, 0.228, -0.243], [-0.403, 0.456, -0.436], [-0.131, -0.119, -0.117], [0.059, 0.195, -0.030], [-0.031, 0.327, 0.446], [0.222, 0.305, -0.778], [-0.047, 0.034, 0.125], [-0.061, -0.120, 0.141], [-0.019, -0.008, 0.050], [0.335, -0.293, -0.156], [-0.132, -0.183, -0.202], [-0.249, -0.422, 0.509]]
}


# 2
{
  "formula": "C5H4",
  "method": "the ωB97M-V functional and the def2-TZVPD basis",
  "relative_energy_kcal_mol": 52.6,
  "smiles": "C=C=C=C=C",
  "spin_multiplicity": 1,
  "symbols": ["C", "C", "C", "C", "C", "H", "H", "H", "H"],
  "coordinates": [[1.722, -0.446, -0.171], [1.119, 0.638, 0.272], [0.168, 1.437, 0.647], [-1.042, 1.004, 0.435], [-1.829, 0.060, -0.001], [1.967, -1.275, 0.491], [1.900, -0.594, -1.235], [-1.124, -0.752, -0.247], [-2.881, -0.073, -0.190]],
  "atomic_forces_ev_per_a": [[-0.049, 0.161, 0.057], [-0.016, -0.059, 0.123], [-0.039, -0.633, -0.371], [0.253, -0.486, -0.255], [-0.059, 0.356, 0.136], [0.130, 0.302, -0.007], [0.136, 0.207, 0.198], [-0.361, -0.161, -0.079], [0.005, 0.312, 0.198]]
}


# 3
{
  "formula": "C8H12N3O",
  "method": "the ωB97M-V functional and the def2-TZVPD basis",
  "relative_energy_kcal_mol": 76.9,
  "charge": 1,
  "spin_multiplicity": 1,
  "symbols": ["C", "C", "C", "C", "C", "C", "C", "C", "N", "N", "N", "O", "H", "H", "H", "H", "H", "H", "H", "H", "H", "H", "H", "H"],
  "coordinates": [[-2.386, -0.536, -0.787], [-1.501, -1.607, -0.499], [-2.266, 0.804, -0.370], [-0.365, -1.271, 0.080], [-0.201, 0.052, 0.580], [-1.106, 1.109, 0.451], [0.902, -1.985, 0.507], [1.082, 0.123, 1.319], [-0.636, 2.391, 0.533], [1.644, 0.842, -1.470], [1.506, -1.124, 1.461], [2.195, 0.500, -0.251], [-3.154, -0.844, -1.418], [-1.571, -2.667, -0.931], [-2.983, 1.517, -0.640], [0.778, -2.852, 1.147], [1.395, -2.337, -0.480], [1.340, 0.962, 2.035], [-1.449, 3.056, 0.487], [-0.096, 2.607, 1.392], [1.942, 1.794, -1.818], [0.584, 0.653, -1.244], [2.303, -1.294, 1.975], [2.044, 0.109, -2.059]],
  "atomic_forces_ev_per_a": [[0.507, 0.412, 0.799], [-1.108, -1.641, -2.429], [2.220, -2.855, 1.303], [2.435, 1.824, 3.321], [0.429, 0.258, 1.141], [-0.289, -1.553, -3.246], [-0.743, -2.642, -1.099], [-1.062, 0.718, -0.580], [-1.364, 2.371, 1.818], [-1.001, -0.561, 1.020], [-0.647, 2.611, -0.862], [1.231, 0.847, 0.904], [-1.647, 0.064, -0.859], [-0.567, 1.818, 0.630], [-0.831, 0.985, -0.364], [-0.780, -0.889, -0.758], [0.251, 0.920, 1.812], [0.038, -1.357, -1.099], [1.343, -0.589, 0.059], [-0.412, -0.144, -0.874], [-0.838, -1.001, 0.528], [1.447, 0.921, -1.377], [1.965, -0.873, 0.927], [-0.578, 0.357, -0.712]]
}


# 4
{
  "formula": "C43H57N5PbSSeSi",
  "method": "the ωB97M-V functional and the def2-TZVPD basis",
  "relative_energy_kcal_mol": 19.9,
  "charge": -2,
  "spin_multiplicity": 1,
  "symbols": ["Pb", "C", "N", "C", "C", "C", "C", "C", "C", "C", "N", "C", "C", "C", "C", "C", "C", "N", "C", "C", "H", "H", "H", "H", "H", "H", "H", "H", "H", "H", "H", "H", "H", "H", "H", "H", "H", "H", "H", "H", "C", "C", "C", "C", "C", "C", "C", "C", "S", "C", "N", "C", "C", "C", "C", "C", "C", "C", "C", "H", "H", "H", "H", "H", "H", "H", "H", "H", "H", "H", "H", "H", "H", "H", "H", "C", "Si", "C", "C", "C", "C", "C", "C", "C", "C", "H", "H", "H", "H", "H", "H", "H", "H", "H", "H", "H", "H", "H", "H", "H", "H", "H", "H", "H", "H", "H", "Se", "C", "N"],
  "coordinates": [[0.836, 0.126, -0.650], [0.228, -3.478, -1.368], [-0.811, -2.488, -1.130], [-1.575, -2.274, -2.355], [-1.704, -2.803, -0.037], [-1.877, -4.117, 0.385], [-2.685, -4.464, 1.462], [-3.330, -3.436, 2.138], [-3.214, -2.133, 1.697], [-2.468, -1.753, 0.548], [-2.413, -0.492, 0.052], [-3.456, 0.357, 0.230], [-4.817, -0.064, 0.228], [-5.870, 0.769, 0.543], [-5.636, 2.105, 0.864], [-4.333, 2.572, 0.751], [-3.268, 1.761, 0.375], [-1.975, 2.353, 0.137], [-2.044, 3.600, -0.603], [-1.167, 2.514, 1.329], [0.965, -3.062, -2.052], [0.733, -3.723, -0.435], [-0.161, -4.405, -1.821], [-2.088, -3.197, -2.673], [-0.904, -1.956, -3.156], [-2.318, -1.496, -2.182], [-1.357, -4.908, -0.135], [-2.789, -5.499, 1.765], [-3.938, -3.653, 3.010], [-3.736, -1.352, 2.234], [-5.017, -1.099, -0.025], [-6.882, 0.377, 0.536], [-6.440, 2.764, 1.171], [-4.135, 3.620, 0.948], [-2.435, 4.445, -0.008], [-2.683, 3.476, -1.476], [-1.040, 3.877, -0.934], [-1.630, 3.203, 2.060], [-0.186, 2.912, 1.060], [-1.013, 1.547, 1.805], [0.060, 0.450, 7.612], [-0.568, -0.221, 6.381], [-1.569, -1.288, 6.846], [-1.318, 0.855, 5.599], [0.515, -0.895, 5.534], [1.436, -1.744, 6.170], [2.441, -2.389, 5.479], [2.534, -2.184, 4.109], [3.675, -2.818, 2.983], [2.866, -1.897, 1.680], [1.845, -1.231, 2.080], [1.624, -1.356, 3.442], [0.606, -0.723, 4.160], [3.396, -1.991, 0.305], [4.611, -2.671, 0.144], [5.173, -2.857, -1.104], [4.487, -2.388, -2.214], [3.288, -1.715, -2.043], [2.705, -1.445, -0.800], [-0.710, 0.987, 8.172], [0.828, 1.165, 7.310], [0.517, -0.275, 8.287], [-2.361, -0.833, 7.447], [-1.074, -2.052, 7.450], [-2.024, -1.779, 5.986], [-2.039, 1.349, 6.255], [-1.870, 0.442, 4.757], [-0.634, 1.613, 5.215], [1.365, -1.907, 7.238], [3.147, -3.027, 5.996], [-0.088, -0.108, 3.604], [5.132, -3.055, 1.013], [6.129, -3.356, -1.207], [4.892, -2.531, -3.210], [2.779, -1.364, -2.931], [1.159, 3.304, -2.485], [1.178, 1.516, -3.185], [2.777, 1.510, -4.322], [2.932, 0.224, -5.148], [3.964, 1.625, -3.352], [2.857, 2.693, -5.293], [-0.438, 1.445, -4.295], [-1.590, 1.334, -3.292], [-0.450, 0.200, -5.188], [-0.710, 2.659, -5.188], [0.428, 3.952, -2.974], [2.134, 3.788, -2.546], [0.913, 3.288, -1.418], [2.620, -0.668, -4.603], [3.980, 0.084, -5.448], [2.334, 0.265, -6.060], [3.998, 0.794, -2.645], [3.921, 2.541, -2.760], [4.909, 1.633, -3.915], [2.110, 2.616, -6.085], [3.845, 2.717, -5.776], [2.712, 3.648, -4.782], [-1.527, 0.428, -2.683], [-2.559, 1.326, -3.811], [-1.584, 2.175, -2.602], [-0.134, -0.693, -4.644], [0.216, 0.317, -6.046], [-1.461, 0.013, -5.577], [-0.774, 3.584, -4.613], [-1.671, 2.528, -5.704], [0.057, 2.793, -5.952], [3.104, 1.627, 0.755], [3.617, 3.212, 0.021], [3.969, 4.230, -0.409]],
  "atomic_forces_ev_per_a": [[0.025, -0.123, 0.080], [-0.081, 0.053, -0.014], [-0.245, -0.264, 0.023], [-0.030, 0.160, -0.023], [0.197, -0.177, -0.195], [0.189, 0.108, 0.050], [-0.054, 0.103, 0.046], [0.043, -0.081, -0.051], [-0.093, 0.145, 0.008], [-0.227, 0.109, -0.008], [0.199, -0.008, -0.111], [-0.052, -0.074, 0.223], [0.060, -0.073, 0.021], [0.012, 0.155, 0.019], [-0.014, -0.138, -0.007], [0.001, 0.047, -0.132], [0.098, 0.125, -0.010], [-0.219, 0.074, -0.021], [0.057, 0.092, 0.145], [0.077, -0.112, 0.054], [-0.015, 0.004, -0.025], [0.031, 0.016, 0.004], [-0.041, -0.056, 0.033], [0.033, -0.034, 0.008], [-0.028, 0.002, 0.033], [0.030, -0.029, 0.002], [0.116, -0.033, -0.048], [0.022, 0.003, 0.008], [0.012, 0.029, 0.027], [-0.037, 0.049, 0.001], [0.025, -0.038, 0.077], [0.004, -0.019, 0.012], [-0.006, 0.010, -0.047], [0.006, -0.008, -0.027], [0.014, 0.010, -0.002], [-0.037, 0.042, 0.020], [-0.100, -0.021, 0.010], [-0.022, 0.000, -0.010], [0.023, -0.036, 0.015], [-0.024, -0.099, 0.014], [0.013, 0.017, -0.025], [0.018, -0.045, -0.005], [0.025, 0.045, 0.015], [-0.041, 0.014, -0.045], [-0.039, 0.024, -0.081], [0.034, -0.047, 0.026], [0.003, 0.022, 0.009], [-0.022, -0.002, -0.045], [-0.010, 0.077, -0.128], [0.121, -0.142, 0.232], [-0.133, 0.160, -0.133], [0.085, -0.073, -0.009], [0.015, 0.025, 0.017], [-0.006, -0.036, -0.181], [-0.099, 0.002, 0.046], [0.028, 0.000, 0.018], [0.014, -0.029, -0.019], [-0.143, 0.076, -0.096], [0.016, -0.040, 0.266], [0.000, -0.007, 0.007], [-0.008, 0.002, 0.009], [0.010, 0.009, -0.004], [0.006, -0.006, -0.002], [-0.010, -0.001, -0.005], [-0.044, -0.032, -0.039], [-0.001, -0.007, 0.000], [-0.023, -0.039, -0.053], [0.015, 0.033, -0.020], [-0.005, 0.017, 0.003], [-0.020, -0.019, 0.004], [0.006, 0.053, 0.018], [0.066, -0.001, -0.008], [-0.011, -0.027, 0.009], [-0.011, 0.006, -0.009], [0.020, 0.029, 0.094], [-0.070, -0.123, 0.194], [0.093, 0.213, -0.303], [0.051, -0.067, 0.072], [-0.041, 0.032, 0.009], [-0.040, -0.032, 0.030], [-0.074, 0.000, 0.075], [0.014, -0.239, 0.035], [0.027, -0.045, -0.005], [0.040, 0.005, 0.008], [0.050, 0.008, 0.061], [0.003, 0.009, -0.037], [0.026, -0.023, -0.009], [0.043, 0.022, -0.056], [0.043, 0.033, -0.087], [-0.004, 0.013, -0.004], [-0.001, -0.003, -0.007], [0.003, -0.007, -0.003], [0.029, -0.008, -0.012], [-0.001, -0.002, -0.005], [-0.005, 0.012, -0.018], [0.007, 0.011, 0.007], [0.023, 0.007, -0.011], [-0.023, 0.091, -0.019], [-0.007, -0.008, -0.005], [-0.025, -0.013, 0.021], [0.005, 0.005, -0.020], [-0.006, -0.010, -0.006], [-0.003, 0.014, 0.013], [-0.012, 0.007, -0.003], [-0.007, 0.003, 0.000], [0.011, 0.002, -0.017], [-0.023, -0.096, 0.147], [0.046, 0.207, -0.081], [0.014, 0.008, -0.035]]
}


So what do the calculations give for largest force on an atom? Going down the list: 2.46, 0.74, 4.50, 0.38 eV/Å.